1) Formula: C5H4FNO
Source: the Open Molecules 2025 dataset
Level of theory: ωB97M-V/def2-TZVPD

```
12
C5H4FNO (ωB97M-V/def2-TZVPD)
F -1.081 1.793 -0.087
O -1.746 -0.924 -0.441
N 2.414 -0.958 -0.073
C 1.042 1.272 -0.073
C -0.537 -1.706 -0.045
C -0.876 -0.455 0.521
C -0.269 0.908 0.146
C 1.883 0.102 0.083
H -1.451 -0.464 1.536
H -0.747 -2.492 0.714
H 0.174 -2.014 -0.832
H 1.366 2.203 -0.388
```

For the lowest unoccupied orbital energy, the calculation gives 0.452 eV. The SMILES is N#C/C=C(/F)[C@@H]1CO1. The net charge is 0. For the gap between HOMO and LUMO, the calculation gives 10.3 eV.

***

2) Formula: C5H4FNO
Source: the Open Molecules 2025 dataset
Level of theory: ωB97M-V/def2-TZVPD

```
12
C5H4FNO (ωB97M-V/def2-TZVPD)
F 1.664 -0.145 0.263
O -0.476 0.004 2.177
N 0.381 2.112 -1.661
C -0.365 -1.259 -0.818
C -1.547 -0.936 0.072
C -0.584 -0.232 1.015
C 0.503 1.170 -1.032
C 0.450 -0.116 -0.216
H -0.467 -1.172 -1.935
H 0.089 -2.160 -0.509
H -2.153 -0.160 -0.357
H -2.044 -1.780 0.522
```

For the lowest unoccupied orbital energy, the calculation gives 0.147 eV. The SMILES is N#C[C@]1(F)CCC1=O. The net charge is 0. For the gap between HOMO and LUMO, the calculation gives 10.4 eV.

***

Stability comparison, relative energies in kcal/mol: 1) 34.0; 2) 0.0

***

1) Formula: C2H3N3O2
Source: the Open Molecules 2025 dataset
Level of theory: ωB97M-V/def2-TZVPD

```
10
C2H3N3O2 (ωB97M-V/def2-TZVPD)
O 0.982 0.784 1.245
O 1.984 -0.727 -0.109
N 0.489 0.863 -1.250
N -1.062 -0.960 0.038
N -1.537 0.220 -0.376
C -0.722 0.844 -1.203
C 1.041 0.141 0.241
H 2.730 -0.632 0.505
H -2.225 0.771 0.131
H -1.679 -1.304 0.777
```

For the lowest unoccupied orbital energy (spin up / spin down), the calculation gives -0.609 / -0.840 eV. The net charge is 0. For the gap between HOMO and LUMO (spin up / spin down), the calculation gives 7.9 / 8.1 eV.

***

2) Formula: C2H3N3O2
Source: the Open Molecules 2025 dataset
Level of theory: ωB97M-V/def2-TZVPD

```
10
C2H3N3O2 (ωB97M-V/def2-TZVPD)
O -1.343 0.701 2.018
O 1.284 -0.861 -1.498
N 0.027 0.672 1.431
N -1.923 -0.238 -1.429
N 1.036 0.154 -0.616
C 0.028 0.056 0.225
C -1.079 -0.245 -0.501
H 0.822 -0.554 -2.487
H 2.130 0.320 -0.341
H -0.982 -0.004 3.198
```

For the lowest unoccupied orbital energy, the calculation gives -0.589 eV. The net charge is 0. For the gap between HOMO and LUMO, the calculation gives 8.8 eV.

***

3) Formula: C2H3N3O2
Source: the Open Molecules 2025 dataset
Level of theory: ωB97M-V/def2-TZVPD

```
10
C2H3N3O2 (ωB97M-V/def2-TZVPD)
O -0.079 1.654 1.210
O -2.734 -0.631 -0.013
N -0.507 -1.049 -0.725
N 0.410 -0.136 -0.332
N 1.641 -0.545 -0.034
C -0.355 1.104 0.162
C -1.598 -0.469 -0.269
H -0.680 1.646 -0.748
H 2.100 -0.031 0.706
H 1.801 -1.543 0.042
```

For the lowest unoccupied orbital energy (spin up / spin down), the calculation gives -1.149 / -0.841 eV. The net charge is 0. For the gap between HOMO and LUMO (spin up / spin down), the calculation gives 7.4 / 7.5 eV.

***

4) Formula: C2H3N3O2
Source: the Open Molecules 2025 dataset
Level of theory: ωB97M-V/def2-TZVPD

```
10
C2H3N3O2 (ωB97M-V/def2-TZVPD)
O 0.083 0.684 1.793
O -1.461 2.434 1.075
N 0.760 -0.330 1.152
N -0.762 0.426 -0.321
N 0.704 -1.469 -0.840
C -0.678 1.564 0.840
C 0.206 -0.485 -0.020
H 1.597 -1.832 -0.528
H 0.546 -1.475 -1.833
H -0.994 0.485 -1.319
```

For the lowest unoccupied orbital energy, the calculation gives 0.247 eV. The SMILES is Nc1noc(=O)[nH]1. The net charge is 0. For the gap between HOMO and LUMO, the calculation gives 9.2 eV.

***

Stability comparison, relative energies in kcal/mol: 1) 66.6; 2) 155.4; 3) 61.6; 4) 0.0

***

1) Formula: C2H3N3O2
Source: the Open Molecules 2025 dataset
Level of theory: ωB97M-V/def2-TZVPD

```
10
C2H3N3O2 (ωB97M-V/def2-TZVPD)
O 2.810 0.061 -0.464
O 0.426 -1.348 -0.201
N -0.131 -1.327 1.404
N 0.776 1.248 -0.048
N -1.731 -0.160 -0.075
C -0.621 -0.802 0.373
C 1.823 0.636 -0.239
H -1.621 0.232 -1.000
H 0.814 2.212 0.240
H -2.545 -0.751 0.012
```

For the lowest unoccupied orbital energy, the calculation gives 0.559 eV. The SMILES is NC1=NO1.N=C=O. The net charge is 0. For the gap between HOMO and LUMO, the calculation gives 10.2 eV.

***

2) Formula: C2H3N3O2
Source: the Open Molecules 2025 dataset
Level of theory: ωB97M-V/def2-TZVPD

```
10
C2H3N3O2 (ωB97M-V/def2-TZVPD)
O -3.456 -1.118 -1.452
O -2.145 -1.684 0.339
N 3.565 1.361 1.579
N 3.784 0.263 1.188
N -1.839 1.192 -0.001
C -2.163 1.015 -1.081
C -2.866 -1.450 -0.499
H 4.010 0.135 0.205
H 3.678 -0.632 1.819
H -2.569 0.918 -2.098
```

For the lowest unoccupied orbital energy, the calculation gives 0.495 eV. The net charge is 0. For the gap between HOMO and LUMO, the calculation gives 8.5 eV.

***

3) Formula: C2H3N3O2
Source: the Open Molecules 2025 dataset
Level of theory: ωB97M-V/def2-TZVPD

```
10
C2H3N3O2 (ωB97M-V/def2-TZVPD)
O -0.399 -0.788 -0.150
O -2.695 -0.304 0.032
N 1.987 -0.289 0.067
N 0.314 1.275 -0.062
N -0.982 1.453 0.036
C -1.386 0.295 -0.003
C 0.694 0.025 -0.141
H 2.563 -1.119 0.503
H 2.400 0.643 -0.272
H -2.497 -1.192 -0.010
```

For the lowest unoccupied orbital energy, the calculation gives 0.520 eV. The net charge is 0. For the gap between HOMO and LUMO, the calculation gives 9.1 eV.

***

4) Formula: C2H3N3O2
Source: the Open Molecules 2025 dataset
Level of theory: ωB97M-V/def2-TZVPD

```
10
C2H3N3O2 (ωB97M-V/def2-TZVPD)
O 1.943 0.832 0.352
O -2.503 1.042 0.158
N -0.253 0.979 -0.341
N 0.263 -1.413 -0.184
N -0.880 -1.437 0.182
C 0.926 0.265 -0.391
C -1.386 0.679 0.006
H 1.747 1.364 1.118
H 1.314 0.080 -1.394
H -1.170 -2.392 0.496
```

For the lowest unoccupied orbital energy, the calculation gives 0.187 eV. The SMILES is [H]/N=N/[C@H](O)N=C=O. The net charge is 0. For the gap between HOMO and LUMO, the calculation gives 9.3 eV.

***

Stability comparison, relative energies in kcal/mol: 1) 13.7; 2) 8.4; 3) 0.0; 4) 3.3

***

1) Formula: H38O19
Source: the Open Molecules 2025 dataset
Level of theory: ωB97M-V/def2-TZVPD

```
57
H38O19 (ωB97M-V/def2-TZVPD)
O -0.346 3.223 3.266
O -4.146 -0.123 1.425
O -1.664 4.968 -2.283
O 3.023 -0.649 -2.824
O 4.330 1.740 2.464
O -1.911 1.855 0.806
O -1.741 -5.030 1.118
O 1.303 -2.465 -1.894
O 1.750 0.577 2.590
O 2.601 1.494 -1.445
O 2.630 4.100 -0.035
O -2.966 2.226 3.363
O -3.448 -2.855 -0.569
O -2.641 -0.932 -2.317
O 0.333 0.064 -0.259
O 2.019 -1.752 3.767
O -1.817 -0.804 -4.754
O 3.832 -4.238 -2.065
O -0.896 -2.276 0.151
H -2.166 2.272 3.886
H -2.659 2.123 2.462
H 2.411 -1.336 -2.559
H 2.020 -0.877 3.380
H 2.552 0.635 -1.863
H 0.931 0.103 0.487
H -1.731 -2.273 -0.317
H -1.292 -4.442 0.510
H 0.812 -2.243 -1.103
H -1.303 1.239 0.396
H 1.117 1.211 2.924
H 1.796 4.426 -0.373
H -1.520 0.105 -4.798
H 3.358 1.916 -1.851
H -1.917 2.612 0.220
H -4.315 -0.433 2.315
H -0.031 3.955 3.795
H -1.748 4.175 -2.814
H -1.982 5.671 -2.850
H 2.668 3.190 -0.328
H -2.125 -0.912 -3.854
H -3.372 -0.318 -2.238
H 2.941 -3.893 -1.998
H 2.535 1.094 2.407
H -3.505 0.579 1.534
H -3.960 -3.641 -0.380
H 1.375 -2.241 3.255
H 3.928 -4.804 -1.299
H 4.882 1.781 1.683
H 4.850 1.252 3.101
H -0.685 3.631 2.469
H -2.328 -4.460 1.614
H -2.864 -1.648 -1.723
H 3.651 -1.094 -3.393
H 0.849 0.387 -0.998
H 0.871 -3.249 -2.233
H -3.772 -2.203 0.053
H -0.520 -1.414 -0.026
```

For the lowest unoccupied orbital energy, the calculation gives -0.269 eV. The net charge is 0. For the gap between HOMO and LUMO, the calculation gives 10.2 eV.

***

2) Formula: H38O19
Source: the Open Molecules 2025 dataset
Level of theory: ωB97M-V/def2-TZVPD

```
57
H38O19 (ωB97M-V/def2-TZVPD)
O 3.152 -1.012 0.529
O -0.374 0.474 0.858
O -2.216 0.336 3.488
O -0.347 2.896 2.252
O 0.339 -3.163 -0.289
O 1.535 -1.235 3.202
O -2.191 -1.886 1.249
O 2.130 2.370 0.500
O -2.930 -1.843 -1.653
O -1.611 -0.221 -3.522
O -2.180 4.128 -0.629
O 1.726 2.198 -3.547
O -1.209 -3.435 -3.613
O -0.431 2.426 -2.286
O 0.064 -4.089 2.786
O 3.495 -3.093 2.190
O 4.224 1.727 -1.588
O 0.507 -0.039 -1.883
O -2.894 1.791 0.950
H 3.389 -1.147 1.459
H 1.071 -0.666 2.575
H 0.183 1.140 1.290
H -1.562 -1.610 1.934
H 5.056 1.302 -1.800
H -2.622 0.055 4.311
H -3.801 2.041 0.770
H 3.950 -1.404 0.196
H 0.241 -3.268 3.271
H 3.011 -3.523 1.484
H -0.963 2.382 -3.089
H -0.872 -2.918 -2.873
H -0.677 2.371 3.000
H -1.430 3.790 -1.120
H -2.478 2.668 0.796
H -3.130 -1.239 -0.932
H -2.033 -3.754 -3.223
H -2.793 3.721 -1.259
H 2.525 2.197 -0.364
H 3.648 1.705 -2.347
H 1.266 2.776 0.399
H 0.784 0.285 -1.014
H -0.835 -0.051 -3.007
H 1.212 -2.820 -0.099
H -2.824 0.871 2.964
H 2.788 -2.752 2.757
H 0.810 2.285 -3.133
H -0.162 -3.609 1.978
H 1.120 0.167 -2.603
H -1.903 -1.131 -3.450
H -0.067 1.567 -1.961
H 1.412 -0.909 4.087
H -1.226 0.933 0.823
H 2.157 2.898 -4.029
H -0.631 3.741 2.635
H -2.385 -2.438 -1.129
H -0.288 -2.897 0.385
H -2.731 -1.089 1.322
```

For the lowest unoccupied orbital energy, the calculation gives -0.505 eV. The net charge is 0. For the gap between HOMO and LUMO, the calculation gives 9.7 eV.

***

Stability comparison, relative energies in kcal/mol: 1) 0.0; 2) 32.2